# 1
Computed, not measured: C30H25N5PSZn as an isolated structure at a distorted geometry, with ωB97M-V/def2-TZVPD.

```
63
Properties=species:S:1:pos:R:3:forces:R:3
C -1.363995 -2.317071 1.769420 0.0010 0.0577 -0.0655
C 4.703079 -7.375426 3.352623 0.1907 -0.3841 0.1858
N 1.010096 1.243117 1.688629 -0.3611 -0.4566 -0.0196
C 4.049123 -6.265699 2.768524 -0.3840 0.6896 -0.3343
C -0.664475 -1.637614 -4.323381 -0.6167 0.2497 -0.2444
H 1.470283 -3.405442 -4.869844 -0.0766 -0.1897 -0.1406
H -0.669712 -0.743424 -4.948655 -0.0345 -0.0756 -0.0052
H 1.971525 3.266355 4.810801 -0.0136 0.0435 0.0695
C 1.695981 2.705472 3.930726 -0.1905 -0.2236 -0.1967
H -6.817201 0.315188 3.220084 -0.1062 0.0081 -0.0017
S 0.230646 0.227655 -2.002774 -0.1656 0.5393 0.8879
N 5.228326 -8.268640 3.841131 0.2012 -0.3380 0.1606
C -5.807022 0.152087 2.877535 -0.0521 0.0505 -0.0462
C 2.144150 -2.932519 1.095729 0.0088 0.2402 -0.3229
C -4.061160 0.561702 1.282000 0.0849 0.0022 0.0417
C 0.327487 1.073956 2.826273 0.2475 0.2711 0.2848
N 0.625837 -1.809447 -3.718169 0.5484 0.2023 0.6752
C -3.669405 -0.889957 3.168429 0.0361 0.0608 -0.0386
C -1.987712 -3.127325 0.823151 0.0725 0.2182 0.0790
H 3.562042 -3.073258 -3.130961 0.1830 -0.1373 -0.0314
H 2.487198 2.248672 0.684498 0.0904 -0.0064 -0.0006
H -0.098397 -4.714126 3.779662 0.0427 -0.0762 0.0428
C 2.391565 2.879840 2.735517 -0.0126 -0.0646 -0.1483
C -5.360930 0.763208 1.717581 -0.0985 0.0198 -0.0401
C 2.578777 -5.354751 1.100924 0.0144 0.0926 0.0264
H -2.429907 -5.130254 0.219062 -0.0491 -0.0351 -0.0430
C -0.628620 -4.272679 2.948609 -0.0189 -0.0657 0.0787
C 1.586781 -2.728323 -4.051243 0.6254 -0.2963 0.0148
H 1.934625 -5.482979 0.243077 -0.0464 0.0174 -0.0225
C 3.600841 -3.911357 2.749952 -0.0192 -0.0605 -0.0599
H 0.073837 1.686149 4.880131 -0.0690 -0.0889 0.0544
C -3.213068 -0.256443 2.016045 0.2370 0.1310 -0.4735
N -0.667042 0.129136 2.857313 -0.4123 -0.0430 0.3986
P -1.484737 -0.517710 1.491544 -0.1615 -0.5790 0.7080
H -3.706932 1.034909 0.376474 0.0015 0.0496 -0.0519
C 0.646498 1.815516 3.974779 0.0749 0.0797 -0.0620
C -0.674020 -2.895473 2.826351 -0.1560 0.1804 -0.0557
C 1.070846 -1.068680 -2.685646 0.4172 -0.0684 0.0191
H -1.408500 -1.507750 -3.535196 0.0423 -0.0627 -0.1293
H -5.313933 -1.176835 4.489507 -0.0788 -0.0121 0.1116
H -1.247650 -6.148475 2.126081 0.0439 -0.1192 0.0002
C 1.665980 -1.904366 0.674612 -0.0576 0.2302 -0.0052
C -1.266962 -5.075281 2.017433 0.0100 -0.0192 0.0026
H -2.514265 -2.670347 -0.006271 -0.0659 -0.0335 -0.0812
H 3.737837 -2.921459 3.159718 0.0139 0.0462 -0.0002
C 2.002513 2.138284 1.644982 0.3185 0.3814 0.0611
C 2.630369 -2.555741 -3.207549 -0.1029 -0.2540 -0.3420
H -0.909098 -2.507959 -4.926833 0.0747 -0.0019 0.0409
C 2.769527 -4.081259 1.638948 0.1998 -0.2807 0.2689
C 4.243242 -4.993195 3.308815 0.0117 -0.1801 -0.0274
H 4.901170 -4.866740 4.155327 0.0178 -0.0130 0.0701
C -4.963684 -0.677802 3.599867 0.0508 -0.0562 0.0730
N 2.305291 -1.518014 -2.375711 -0.4887 0.0360 -0.3426
H -3.015640 -1.556810 3.713152 -0.0036 -0.1161 0.0697
H -1.161970 0.063141 3.742882 0.2205 0.0629 -0.1477
H 2.869141 -1.180601 -1.610567 -0.1956 -0.0318 0.0437
H -6.026717 1.388112 1.142505 -0.0645 0.0813 -0.0188
H 3.076297 -7.432163 1.256739 -0.0161 -0.0551 -0.0194
H 3.215646 3.570012 2.666812 0.0480 0.0629 -0.0842
Zn 0.722610 -0.273158 0.323354 -0.2257 0.4501 -0.9856
C 3.213338 -6.441805 1.664641 0.1204 -0.0589 0.1159
C -1.940753 -4.502204 0.949136 -0.0092 -0.0980 -0.0307
H -0.173688 -2.270974 3.552228 0.1027 0.0271 0.0342
```
Positions in Å, forces in eV/Å.

Its LUMO energy is -2.42 eV. For the energy above the lowest of the compared OMol25 structures with the same formula, charge and spin, the calculation gives 0.536 eV. The calculation puts the gap between HOMO and LUMO at 8.42 eV. The calculation puts the electronic energy at -3950.68448 hartree. Its spin multiplicity is 1. For the HOMO energy, the calculation gives -0.3982 hartree. Its net charge is +1. For the molar mass, the calculation gives 584.00 g mol⁻¹.



# 2
Computed, not measured: a 6-piece molecular cluster, C30H25N6O13 overall at a distorted geometry, with ωB97M-V/def2-TZVPD.

```
74
Properties=species:S:1:pos:R:3:forces:R:3
C -0.208595 -3.594257 3.568959 -3.4441 -2.2232 -2.6754
O -1.588595 -3.744257 -7.671041 0.5442 0.4997 -0.4587
C 1.482405 6.984743 1.139959 0.5972 -14.8902 4.0389
O 1.419405 -0.715257 -0.220041 -0.0157 -0.5770 -0.5486
H 1.587405 7.855743 0.904959 1.0314 9.9493 -2.4846
C -3.384595 2.003743 -5.117041 -2.0602 -0.1688 2.3980
C 1.207405 3.905743 1.662959 3.0531 14.7206 -0.9766
C -4.641595 1.927743 -4.095041 3.6109 0.4990 0.1802
C 5.069405 0.058743 5.933959 -7.2399 -3.6452 -7.9726
C -0.288595 -2.740257 -5.430041 -4.7154 3.0532 2.9008
H -0.254595 6.947743 2.639959 -1.7671 2.3550 0.9516
N 4.305405 -2.121257 2.440959 2.6727 4.4546 0.7544
C -1.617595 1.820743 -3.378041 -5.2097 0.3918 5.2839
H 1.172405 -2.652257 -3.734041 -0.5676 0.3111 0.1727
H -2.926595 -1.020257 -2.553041 1.0659 -0.5030 -2.4069
O -3.296595 -7.122257 2.087959 2.1253 0.2442 3.1190
C 4.195405 -1.253257 3.633959 -0.2370 3.5509 6.9777
H 0.070405 -2.002257 1.837959 0.2415 -0.1563 0.9381
O 4.512405 5.614743 -0.726041 -0.8889 1.0137 0.2183
H 1.962405 -1.143257 3.530959 -1.8265 -0.3224 -1.2941
O 3.304405 -2.483257 1.958959 -2.1873 -2.1034 -1.0119
C 5.398405 -0.846257 4.621959 -4.2107 0.1753 -1.0786
H -0.662595 1.731743 -2.972041 1.7566 -0.1305 0.0505
H 1.098405 2.974743 1.680959 -1.3610 -7.8406 0.5199
C 2.538405 0.139743 5.243959 4.7916 -0.8940 -0.4189
O 5.408405 -2.013257 1.897959 -0.1082 -1.3588 0.1548
C 2.734405 -0.700257 4.045959 5.5574 0.7768 3.7687
H -3.650595 -1.464257 -5.231041 2.3274 -0.7412 0.9203
C 3.752405 0.580743 6.200959 0.7789 -2.7685 -4.3552
H -2.504595 1.802743 -1.128041 0.4110 -0.5607 -1.3929
O -2.007595 -7.691257 3.857959 -1.4323 2.2445 -1.8758
C 0.141405 -2.392257 -3.994041 -3.4997 -0.0650 -3.1123
H 0.047405 -2.974257 4.481959 -0.0304 -1.0328 -1.3893
N -5.234595 1.873743 -1.581041 -0.4879 0.4326 3.1399
O 3.971405 7.724743 -0.113041 -0.4938 -4.5925 -0.9886
N -2.232595 -2.808257 -7.221041 -1.7803 -1.8786 -0.1783
C 0.320405 5.040743 2.344959 0.7944 -3.8168 -2.0271
C -1.702595 -2.342257 -5.939041 2.1227 1.1182 6.6678
N 0.915405 0.336743 0.196959 -0.2255 0.2724 -1.7659
H 0.229405 -3.174257 -6.209041 1.8692 -1.0379 -0.9094
C -1.628595 -5.651257 2.684959 1.7786 2.8570 -1.0522
C -2.247595 -1.373257 -3.432041 3.5961 -3.0587 -1.8871
C -2.670595 1.721743 -2.236041 -2.8447 1.8982 -3.0669
C -0.976595 -5.006257 3.802959 2.0714 4.0634 0.4285
O -3.352595 -2.527257 -7.709041 2.0973 0.8879 1.5480
N 3.770405 6.419743 -0.207041 -0.0776 3.5964 2.1067
H -1.130595 1.937743 -5.341041 -1.5407 0.8533 0.1840
C -4.181595 1.907743 -2.607041 2.9139 -1.2201 -3.6150
C 2.436405 4.452743 0.864959 -3.7741 2.0051 1.5381
C -2.012595 2.097743 -4.644041 -0.7189 -2.1551 -1.8868
H 1.594405 0.511743 5.568959 -0.7005 -0.0138 -0.2995
C -0.819595 -1.780257 -3.068041 0.4185 2.0811 -0.1910
O 0.441405 1.189743 -0.599041 0.0015 -0.1840 -0.3207
H -5.816595 1.951743 -4.426041 3.4751 -0.1383 0.9413
O -6.337595 2.404743 -1.882041 2.7035 -1.7342 0.9438
O 0.873405 0.556743 1.386959 -0.0505 0.4339 2.5893
N -2.399595 -6.889257 2.974959 -0.1485 -1.7633 -2.5093
H -1.902595 -5.656257 0.469959 -0.6105 -0.4070 -1.1950
H 5.762405 0.379743 6.497959 5.4815 1.9274 3.8061
H -3.464595 1.890743 -6.251041 -0.5418 0.4052 1.8794
O -4.929595 1.416743 -0.379041 -1.2897 1.6591 -4.8775
C 0.448405 6.436743 2.117959 4.6888 -2.8461 -3.9646
H -0.932595 -3.143257 0.121959 0.4895 -0.9456 1.0965
H 6.435405 -1.196257 4.277959 -1.6848 0.6929 0.9558
C -0.806595 -3.675257 1.109959 -3.6842 -4.5788 -1.6608
H -0.944595 -5.275257 4.993959 -0.5015 0.0933 -3.5770
H -0.302595 -1.283257 -2.077041 -1.4984 -1.6962 -2.2081
C -0.288595 -2.990257 2.152959 0.8478 -1.0585 4.3238
H 3.057405 3.685743 0.382959 -0.0118 0.7446 0.2294
H 3.818405 1.379743 6.946959 -1.1287 -0.4574 -0.0900
C -2.562595 -1.749257 -4.849041 -1.9137 1.0487 -0.7314
C 2.601405 5.963743 0.630959 -4.0757 -1.6286 1.5783
H -0.643595 4.621743 2.877959 2.2318 1.0901 -0.8083
C -1.529595 -5.057257 1.239959 2.4391 2.7928 5.9582
```
Positions in Å, forces in eV/Å.

Its LUMO energy is 0.60 eV. For the energy above the lowest of the compared OMol25 structures with the same formula, charge and spin, the calculation gives 3.642 eV. The calculation puts the gap between HOMO and LUMO at 6.67 eV. The calculation puts the electronic energy at -2463.58748 hartree. Its spin multiplicity is 1. For the HOMO energy, the calculation gives -0.2232 hartree. Its net charge is -1. For the molar mass, the calculation gives 677.56 g mol⁻¹.



# 3
Computed, not measured: C30H26AsBN8STi as an isolated structure, with ωB97M-V/def2-TZVPD.

```
68
Properties=species:S:1:pos:R:3:forces:R:3
C -5.679992 -0.791674 -0.649730 -0.0195 0.0305 -0.0104
C 4.040282 -5.249725 -1.051198 0.0146 0.0398 0.0007
C 1.265360 -2.697436 -2.813346 -0.0578 0.0164 0.0239
C 4.282164 1.105797 -0.636301 0.0104 0.0391 -0.0112
N 3.099209 -4.377685 -1.345077 0.0628 -0.0825 0.0590
C -1.032025 1.399175 1.429773 -0.0842 0.3701 0.1834
C 4.624484 -3.404404 -0.007643 -0.0227 -0.0161 -0.1068
H -0.286655 -1.714046 3.303499 -0.0055 0.0016 -0.0011
H -1.274827 5.670750 -3.253445 -0.0009 0.0011 0.0034
C -3.299150 -0.718101 -0.209970 0.0755 -0.1064 0.0465
H 5.067245 -2.617024 0.581582 -0.0105 -0.0170 0.0127
H -4.455720 2.366763 -1.083828 -0.0249 -0.0016 -0.0080
As -1.600110 1.556328 -0.449875 0.3026 -0.3178 0.1615
H 1.569266 2.704587 3.213067 0.0013 -0.0052 -0.0061
H 5.915659 -5.162319 0.181814 -0.0148 -0.0125 -0.0079
C -1.572840 5.267936 -2.295038 0.0004 0.0253 -0.0156
C 3.010044 1.421389 -0.207977 0.0606 -0.0466 -0.0330
C 0.178332 2.067609 1.705822 0.0260 -0.0852 -0.1127
C 0.200874 -2.138381 -3.525842 -0.0150 0.0384 -0.0182
C -4.455574 1.307576 -0.855481 0.0111 0.0186 0.0038
C -1.783772 3.423480 -0.788705 -0.0244 -0.0241 0.0459
H 0.714110 2.560193 0.897213 -0.0177 0.0427 0.0080
B 2.462140 -2.154658 -0.525263 0.0044 -0.0742 0.0403
Ti 0.256148 -0.167375 0.219754 0.2661 0.0769 -0.5205
C -2.350991 4.244918 0.185744 -0.0010 -0.0218 0.0128
H -1.113968 -0.468600 -2.882098 -0.0165 -0.0002 -0.0092
C -4.519576 -1.441889 -0.288943 0.0019 0.0115 -0.0021
C 0.403626 -2.201158 2.634343 0.0000 -0.0271 -0.0471
H -0.147695 -2.430994 -4.501292 0.0039 0.0063 0.0036
H 2.417111 -4.353187 1.238547 0.0094 0.0120 -0.0024
H -1.922999 0.648033 4.619584 -0.0009 0.0012 -0.0030
C 5.030028 -4.689098 -0.206108 -0.0202 -0.0474 -0.0372
H -0.948201 3.272981 -2.777126 0.0023 0.0069 -0.0127
N 0.818972 -1.569902 1.502985 -0.2039 0.1326 -0.4192
H 2.600983 2.394754 0.003484 -0.0081 -0.0045 0.0082
C -2.523302 5.589879 -0.096099 0.0082 -0.0025 -0.0299
H -2.652959 3.845236 1.146495 -0.0100 0.0250 0.0137
C 0.994969 -3.432260 2.719883 -0.0018 -0.0139 0.0431
N 3.081015 -0.743735 -0.419116 0.0124 0.0337 0.0303
H -2.960947 6.243535 0.646150 0.0012 0.0001 0.0000
C -0.292096 -1.145221 -2.718959 0.0318 -0.0714 -0.0039
H 3.991336 -6.249330 -1.453936 0.0010 0.0055 0.0073
H 5.060416 -0.945936 -1.100482 0.0031 0.0166 0.0005
N 0.429998 -1.081510 -1.571206 -0.0231 -0.0127 0.4174
C -2.135137 6.096285 -1.333136 -0.0073 -0.0020 0.0245
C 1.789308 -3.539464 1.570677 -0.0489 0.0400 -0.0051
H -2.272581 7.148058 -1.545808 0.0004 -0.0031 -0.0046
H -6.568790 1.080877 -1.215352 0.0040 -0.0033 0.0009
C -5.656091 0.572998 -0.931088 0.0059 -0.0336 0.0089
C -3.295886 0.671475 -0.495492 -0.0639 0.0758 -0.0444
N 1.683290 -2.427520 0.852778 0.1752 -0.1565 0.1267
C 0.644723 2.181998 3.005943 0.0284 -0.0390 0.0633
C 4.282723 -0.276219 -0.769740 -0.0589 -0.0091 -0.0027
C -1.389549 3.919308 -2.028382 0.0297 -0.0499 -0.0162
H -4.521368 -2.501201 -0.065805 0.0022 0.0012 0.0017
S -1.904649 -1.557718 0.263643 -0.0433 -0.0049 0.0060
H 1.923898 -3.519659 -3.046049 -0.0065 0.0255 -0.0026
N 1.389803 -2.063252 -1.649510 0.0037 0.0143 -0.1853
C -1.328316 1.022734 3.796300 0.0395 0.0128 0.0066
H 5.099173 1.780446 -0.826049 -0.0090 -0.0059 -0.0037
C -1.784001 0.878270 2.495033 0.0337 -0.0670 -0.0444
H -6.607835 -1.343360 -0.716331 -0.0054 0.0125 -0.0018
H 0.884464 -4.164950 3.501107 0.0056 0.0068 -0.0033
C -0.115947 1.661505 4.049758 -0.0108 -0.0088 -0.0055
H 0.230972 1.768950 5.069657 -0.0043 -0.0007 -0.0035
H -2.729380 0.385653 2.307036 -0.0135 0.0052 0.0056
N 2.272369 0.294985 -0.076652 -0.4084 0.0841 0.1920
N 3.468462 -3.215450 -0.728213 0.0239 0.1443 0.1793
```
Positions in Å, forces in eV/Å.

Its LUMO energy (alpha / beta) is -10.92 / -11.67 eV. The calculation puts the gap between HOMO and LUMO (alpha / beta) at 5.64 / 4.89 eV. The calculation puts the electronic energy at -5104.28173 hartree. Its spin multiplicity is 2. For the HOMO energy (alpha / beta), the calculation gives -0.6084 / -0.6084 hartree. Its net charge is +3. For the molar mass, the calculation gives 664.26 g mol⁻¹.